{"formula": "C12H10F8INO5", "method": "the ωB97M-V functional and the def2-TZVPD basis", "smiles": "FC(F)C(F)(F)COC(F)(F)C(F)F.NC(=O)CCC1=C(I)C(=O)OC1=O", "gap_ev": 8.0936, "elements": ["F", "C", "F", "C", "F", "F", "C", "O", "C", "F", "F", "C", "F", "F", "H", "H", "H", "H", "N", "C", "O", "C", "C", "C", "C", "I", "C", "O", "O", "C", "O", "H", "H", "H", "H", "H", "H"], "coordinates": [[2.14464, 1.78796, 2.70197], [1.70144, 0.57990, 3.12069], [0.96201, 0.81488, 4.23375], [2.81983, -0.41445, 3.42194], [3.52155, -0.05862, 4.53283], [2.24079, -1.61916, 3.72995], [3.81228, -0.66971, 2.27703], [4.99863, 0.13647, 2.24546], [4.82487, 1.45225, 1.72187], [3.67959, 1.47987, 0.99932], [5.83224, 1.63938, 0.82574], [4.89576, 2.54450, 2.79987], [4.10239, 2.27260, 3.86652], [4.47844, 3.74784, 2.30720], [1.01801, 0.18107, 2.36177], [4.19345, -1.69116, 2.42362], [3.32031, -0.69985, 1.29731], [5.91763, 2.66635, 3.16820], [-6.79487, -1.32579, -2.40503], [-5.75886, -0.49627, -3.16287], [-5.97051, 0.83431, -3.31058], [-4.44028, -1.28270, -3.82067], [-3.08115, -0.36674, -3.85081], [-2.08668, -0.55289, -2.56022], [-2.18303, -0.02082, -1.16409], [-3.76253, 1.24167, -0.32648], [-0.85247, -0.51126, -0.31331], [-0.52554, -0.33894, 0.97770], [0.07868, -1.20653, -1.25116], [-0.64788, -1.38280, -2.54455], [-0.21949, -2.07216, -3.61153], [-7.00881, -0.77376, -1.53746], [-6.28638, -2.20729, -2.14152], [-4.74389, -1.46201, -4.96127], [-4.29234, -2.35880, -3.35919], [-3.41996, 0.76107, -3.87084], [-2.46787, -0.62841, -4.82116]], "forces_ev_per_a": [[-0.5, -0.3, 0.2], [-1.2, 0.2, -0.1], [0.2, -0.2, 0.2], [1.0, 0.0, 0.6], [-0.3, -0.1, -0.2], [-0.2, 0.4, -0.4], [0.5, -1.0, -0.4], [-0.9, 1.7, -0.1], [-0.1, -2.0, -0.9], [0.8, 0.5, -0.1], [-0.3, 0.2, 0.7], [-0.2, 0.9, 0.8], [0.9, 0.1, -0.3], [0.2, -0.6, -0.3], [0.3, -0.1, 0.1], [-0.1, 0.4, 0.2], [-0.1, 0.2, 0.3], [0.0, -0.2, -0.2], [3.9, 1.5, -0.6], [-1.7, 4.9, 0.1], [1.6, -8.3, 0.8], [-0.9, 0.0, -0.8], [0.4, 0.1, 0.5], [0.9, 0.9, 4.4], [1.5, -2.1, -3.4], [1.7, -1.3, -0.8], [1.3, 0.9, 4.4], [-2.4, -1.2, -9.2], [-3.8, 0.8, -1.0], [0.6, -2.0, -5.0], [-2.4, 4.6, 7.7], [0.0, -0.7, -1.2], [-1.0, 1.1, -0.1], [0.6, 0.4, 2.5], [-0.2, 2.3, -0.7], [0.7, -2.2, 0.0], [-1.2, 0.5, 2.1]]}

---

{"formula": "C12H10InN2O12S2", "method": "the ωB97M-V functional and the def2-TZVPD basis", "charge": -1, "de_lowest_kj_mol": 502.1, "gap_ev": 1.2783, "elements": ["In", "S", "O", "O", "O", "O", "S", "O", "O", "O", "O", "C", "C", "C", "C", "C", "C", "N", "O", "O", "H", "H", "H", "H", "H", "C", "C", "C", "C", "C", "C", "N", "O", "O", "H", "H", "H", "H", "H"], "coordinates": [[2.97776, -1.86539, -0.30311], [7.36005, -5.02835, -2.84480], [6.54494, -4.15063, -3.68358], [7.13358, -4.66097, -1.45552], [7.22060, -6.45280, -2.94891], [8.79217, -4.90830, -3.09173], [-2.15468, -0.06303, 0.94947], [-1.43253, -0.21946, 2.18009], [-1.36954, 0.82764, 0.12696], [-2.01729, -1.35689, 0.23023], [-3.53322, 0.33528, 1.04105], [-5.21214, 1.02154, -8.18248], [-4.28068, 0.72270, -9.18137], [-2.98419, 0.32965, -8.88399], [-2.52192, 0.34286, -7.55059], [-3.43227, 0.57277, -6.53369], [-4.78568, 0.93986, -6.82973], [-1.09500, -0.05247, -7.34505], [-0.63532, -0.16275, -6.16601], [-0.30835, -0.11929, -8.27256], [-6.22113, 1.35277, -8.37900], [-4.65003, 0.64245, -10.19307], [-2.33887, 0.07125, -9.71054], [-3.01416, 0.50912, -5.53994], [-5.43937, 1.06692, -5.97946], [-0.31277, 1.62704, 9.62438], [0.68430, 2.66907, 9.68693], [1.77970, 2.52921, 8.77328], [1.91284, 1.37377, 7.94283], [0.96057, 0.39185, 7.94781], [-0.18459, 0.53352, 8.74948], [3.11047, 1.20758, 7.08538], [3.00611, 0.48237, 6.09153], [4.19427, 1.64400, 7.38685], [-1.21799, 1.81590, 10.18233], [0.69674, 3.53135, 10.33709], [2.52408, 3.30960, 8.71597], [1.06658, -0.47278, 7.30939], [-0.82296, -0.33690, 8.71424]], "forces_ev_per_a": [[-0.1, 0.0, -0.1], [-0.2, 2.7, 0.5], [0.2, -0.9, -0.4], [-0.7, 0.3, 1.8], [-1.3, -2.6, -0.7], [1.8, 0.7, -1.0], [-1.1, -1.1, -0.7], [0.6, -0.2, 2.5], [1.4, 1.9, -1.8], [0.0, -0.9, -0.6], [-0.5, 0.2, 0.5], [1.2, 0.1, 1.9], [-0.6, -0.5, 0.4], [0.2, 0.5, 0.3], [-0.7, -0.8, -1.8], [-0.2, 0.5, -0.1], [1.5, -0.7, -0.8], [2.6, 0.7, 3.1], [-2.3, 0.1, -2.1], [-1.5, -0.1, -0.6], [0.0, -0.2, -0.3], [0.2, 0.2, -0.2], [0.2, -0.1, 0.2], [-0.4, 0.0, 0.3], [-0.2, 0.2, -0.2], [0.8, 1.3, -0.4], [0.9, -2.4, -2.6], [-0.7, -0.8, 0.5], [0.0, 1.9, 1.1], [-0.6, 0.0, 0.0], [1.3, 0.4, 0.4], [0.5, -1.8, -1.5], [-1.0, 0.5, 0.7], [-0.1, 1.2, 1.1], [-0.1, -0.5, 0.2], [-0.5, -0.1, 0.0], [0.2, -0.1, 0.0], [0.1, 0.0, 0.0], [-0.6, 0.4, 0.2]]}

---

{"formula": "C12H10O2P", "method": "the ωB97M-V functional and the def2-TZVPD basis", "charge": 1, "gap_ev": 6.1152, "elements": ["C", "C", "C", "C", "C", "C", "C", "C", "C", "C", "C", "C", "O", "O", "P", "H", "H", "H", "H", "H", "H", "H", "H", "H", "H"], "coordinates": [[5.04668, 0.10325, 0.10318], [-2.63445, 0.55003, 0.76784], [4.50892, 1.33344, 0.56162], [4.29203, -0.92817, -0.40854], [-3.55970, -0.22611, 0.12559], [-2.20826, 1.79356, 0.32948], [3.10402, 1.41144, 0.60113], [2.90193, -0.73194, -0.45264], [-4.03526, 0.22112, -1.15476], [-2.55726, 2.24305, -0.92676], [2.29847, 0.37855, 0.15354], [-3.44671, 1.36317, -1.42880], [0.32239, 2.13538, 0.30305], [-0.34334, -0.30511, -0.28453], [0.62161, 0.74343, 0.00835], [6.07168, -0.19739, 0.06311], [-2.23337, 0.30421, 1.69007], [5.05018, 2.21138, 0.85758], [4.87747, -1.64143, -0.87340], [-3.84160, -1.29216, 0.38775], [-1.48096, 2.43615, 0.88730], [2.59244, 2.23705, 0.87858], [2.35529, -1.52446, -0.97327], [-4.83132, -0.27678, -1.74132], [-2.26600, 3.12937, -1.43803]], "forces_ev_per_a": [[0.2, 0.9, 0.6], [-0.7, 0.8, 0.1], [-1.5, -1.4, -0.3], [-2.3, 3.0, 0.7], [0.1, -1.2, -0.8], [0.2, 0.5, 0.7], [2.6, -1.7, -0.7], [0.4, -2.0, -0.4], [-1.5, -0.5, -1.0], [-1.5, 0.2, -2.0], [1.2, -1.1, -1.2], [1.0, -0.2, 1.7], [0.5, 0.7, 0.0], [0.3, -0.5, -0.4], [0.0, -0.5, 0.2], [0.9, 1.0, 0.3], [0.5, -1.0, 1.7], [0.5, -0.1, 0.1], [0.2, -2.0, -0.8], [0.2, 1.7, 0.0], [-1.1, -0.8, -0.5], [-1.0, 2.8, 1.1], [-0.4, 0.5, 0.4], [0.8, 0.1, 0.4], [0.4, 0.7, 0.1]]}

---

{"formula": "C12H10OS4SbSe3TeV", "method": "the ωB97M-V functional and the def2-TZVPD basis", "charge": -1, "multiplicity": 2, "de_lowest_kj_mol": 63.1, "gap_ev": [6.0832, 6.2954], "elements": ["V", "S", "Sb", "S", "S", "Se", "Se", "Te", "Se", "O", "S", "C", "C", "C", "C", "C", "C", "C", "C", "C", "C", "C", "C", "H", "H", "H", "H", "H", "H", "H", "H", "H", "H"], "coordinates": [[2.90344, 1.88783, -0.30129], [4.78124, -1.01622, 0.86672], [5.14081, 0.50509, -0.99187], [2.97197, 0.41772, -2.05296], [4.26505, 3.68155, -0.12021], [2.18845, 4.14699, 0.56114], [2.03511, 3.48842, 2.81805], [3.47793, 0.81246, 2.07858], [1.70240, -0.58365, 3.12274], [0.86496, 1.36154, -0.01590], [-0.26300, 0.95430, -0.95408], [-0.07326, -0.78093, -1.29043], [0.59566, -1.56626, -0.36221], [0.78283, -2.90625, -0.65062], [0.29777, -3.43837, -1.84061], [-0.36643, -2.63499, -2.75578], [-0.54572, -1.28389, -2.48864], [-1.65031, 0.91569, 0.16457], [-2.93341, 0.96782, -0.35792], [-4.01243, 0.93408, 0.51254], [-3.79557, 0.86020, 1.88121], [-2.50139, 0.81930, 2.38458], [-1.41031, 0.85018, 1.53079], [0.98838, -1.13365, 0.55465], [1.32313, -3.52845, 0.05111], [0.45567, -4.48714, -2.06010], [-0.72192, -3.05368, -3.68872], [-1.02224, -0.63704, -3.21561], [-3.08845, 1.03738, -1.42857], [-5.02182, 0.97771, 0.12320], [-4.63820, 0.84360, 2.56133], [-2.33572, 0.76690, 3.45309], [-0.39461, 0.82176, 1.91123]], "forces_ev_per_a": [[-0.2, -0.3, -0.2], [-0.1, 0.3, -0.1], [-0.3, -0.1, 0.0], [0.3, 0.1, 0.1], [-0.5, -0.1, 0.1], [0.1, 0.3, 0.5], [0.1, 0.1, -0.6], [-0.1, -0.7, 0.6], [0.3, 0.3, -0.2], [0.0, -0.1, -0.5], [0.3, 0.4, 0.2], [0.1, -0.1, 0.3], [0.0, 0.0, -0.1], [0.0, 0.0, 0.0], [0.0, 0.0, 0.0], [0.0, 0.0, 0.0], [0.0, -0.1, 0.0], [-0.1, -0.1, 0.1], [0.0, 0.0, 0.0], [-0.1, 0.0, -0.1], [0.1, 0.0, 0.0], [-0.1, 0.0, 0.1], [0.0, 0.0, -0.2], [0.0, 0.0, 0.0], [0.0, 0.0, 0.0], [0.0, 0.0, 0.0], [0.0, 0.0, 0.0], [0.0, 0.0, 0.0], [0.0, 0.0, 0.0], [0.0, 0.0, 0.0], [0.0, 0.0, 0.0], [0.0, 0.0, 0.0], [0.0, 0.0, 0.0]]}

---

Number 1: calculated total energy -1990.6397 Ha. Number 2: calculated total energy -2461.7196 Ha. Number 3: calculated total energy -954.7340 Ha. Number 4: calculated total energy -10788.0112 Ha.